Record 1
{"formula": "C2H2N2OSi", "method": "ωB97M-V with the def2-TZVPD basis set", "elements": ["C", "C", "N", "N", "O", "Si", "H", "H"], "xyz": [[-1.2900, -1.4579, 0.5434], [0.2321, 1.5655, -1.1047], [-1.3774, -2.5935, 0.7352], [0.3329, 2.5584, -1.6604], [-1.0181, -0.2080, 0.4063], [0.5110, 0.2678, 0.1742], [1.2423, -0.9425, -0.3449], [1.3671, 0.8102, 1.2509]], "total_charge": 0, "energy_ha": -551.63677, "relative_energy_ev": 0.039}

Record 2
{"formula": "C2H2N2PS", "method": "ωB97M-V with the def2-TZVPD basis set", "elements": ["C", "C", "N", "N", "P", "S", "H", "H"], "xyz": [[0.9164, 0.3789, 0.2374], [-0.4665, 0.8356, 0.3804], [1.8489, 1.0066, 0.8338], [-0.7723, 1.8686, 1.0114], [1.3931, 2.4373, 1.6503], [2.1990, 3.6355, 0.3192], [1.2705, -0.5771, -0.3678], [-1.3590, 0.2477, -0.2123]], "total_charge": -1, "energy_ha": -926.48240, "relative_energy_ev": 1.199}

Record 3
{"formula": "C2H2N2Si", "method": "ωB97M-V with the def2-TZVPD basis set", "elements": ["C", "C", "N", "N", "Si", "H", "H"], "xyz": [[0.1118, -1.2343, -1.2791], [0.0662, -2.2178, -0.3875], [0.4284, -0.3648, -1.9572], [0.0222, -3.0486, 0.4022], [-0.0990, 1.7505, 0.6441], [-1.1239, 2.0225, 1.6473], [0.5942, 3.0925, 0.9303]], "total_charge": 0, "energy_ha": -476.25952, "relative_energy_ev": 3.353}

Record 4
{"formula": "C2H2N3O", "method": "ωB97M-V with the def2-TZVPD basis set", "elements": ["N", "N", "C", "C", "N", "O", "H", "H"], "xyz": [[0.0395, 0.9223, 1.7876], [-0.4578, 0.0777, 1.2459], [-0.7547, -0.6866, 0.2424], [0.0362, -0.2311, -0.9702], [0.8327, 0.7215, -0.7280], [1.4702, 1.5480, -0.2386], [-1.3548, -1.5817, 0.5585], [0.1887, -0.7701, -1.8977]], "total_charge": 1, "energy_ha": -316.41301, "smiles": "N#[N+]/C=C\\N=O", "relative_energy_ev": 4.818}

Record 5
{"formula": "C2H2N3O3", "method": "ωB97M-V with the def2-TZVPD basis set", "elements": ["C", "C", "N", "N", "N", "O", "O", "O", "H", "H"], "xyz": [[-0.9786, 0.8153, 0.2490], [-1.7475, -0.2858, -0.3176], [0.3765, 0.8273, 0.1732], [1.0744, -0.2585, -0.2303], [1.4468, -1.1935, 0.6163], [-1.7275, 1.6323, 0.7546], [-2.6960, -0.7578, -0.6573], [2.1483, -2.0369, 0.1924], [0.8566, 1.5331, 0.5595], [1.2470, -0.2755, -1.3397]], "total_charge": 1, "energy_ha": -466.92415, "relative_energy_ev": 5.839}

Record 6
{"formula": "C2H2N3P", "method": "ωB97M-V with the def2-TZVPD basis set", "elements": ["C", "C", "N", "N", "N", "P", "H", "H"], "xyz": [[-2.9387, 0.9399, -0.3669], [-2.1168, -1.1825, 0.3420], [-3.6924, 1.7783, -0.5588], [-2.1993, -2.2986, 0.6387], [-2.0539, 0.0765, 0.0120], [0.2387, 0.7047, 0.3059], [-0.0122, -0.3134, 1.4659], [-0.4918, 1.6853, 0.9413]], "total_charge": 0, "energy_ha": -582.89173, "relative_energy_ev": 3.411}

Record 7
{"formula": "C2H2N3S2", "method": "ωB97M-V with the def2-TZVPD basis set", "elements": ["C", "C", "N", "N", "N", "S", "S", "H", "H"], "xyz": [[-3.1064, -0.2235, 0.0354], [-0.6430, -1.0768, -0.0634], [0.7850, 0.6780, -0.8047], [2.8936, 0.5878, 0.5937], [0.1509, -0.2531, -0.2980], [-4.5972, 0.0666, -0.0681], [2.3573, 1.1909, -0.6789], [-1.4074, -1.8113, 0.0195], [3.5673, 0.8414, 1.2645]], "total_charge": 1, "energy_ha": -1037.53687, "relative_energy_ev": 3.757}

Record 8
{"formula": "C2H2N3S3", "method": "ωB97M-V with the def2-TZVPD basis set", "elements": ["C", "C", "N", "N", "N", "S", "S", "S", "H", "H"], "xyz": [[0.0358, 0.7533, 0.1212], [-0.8122, -0.0132, -0.8600], [0.5871, -0.0083, 1.0603], [0.1949, -1.1557, 1.6107], [0.0669, -0.3819, -1.6656], [1.2459, 0.1662, -2.5526], [0.4479, 2.3089, -0.1097], [-2.2730, -0.6302, -0.4501], [1.2725, 0.4231, 1.6375], [-0.7659, -1.4622, 1.2083]], "total_charge": -1, "energy_ha": -1436.15353, "relative_energy_ev": 2.042}